[1]
Computed, not measured: an isolated ion of composition C13H25N6O5 and charge +1, with ωB97M-V/def2-TZVPD.

XYZ file:
```
49
Properties=species:S:1:pos:R:3:mulliken_charge:R:1
O 0.20 2.98 -3.06 -0.45
O 1.24 1.15 -2.25 -0.73
O 1.91 0.91 0.64 -0.61
O -1.42 0.92 -0.68 -0.70
O 1.07 -1.76 4.19 -0.67
N 1.14 -3.45 -0.42 -0.32
N 1.81 0.34 4.07 -0.12
N 0.04 0.91 1.92 0.00
N 1.43 -1.47 -1.39 -0.24
N -0.56 -1.88 -0.33 0.08
N -1.02 2.94 0.22 -0.06
C -3.29 2.35 -0.46 -1.55
C 0.65 -2.30 -0.72 0.99
C 2.65 0.27 5.25 -0.96
C 0.18 -0.46 2.40 0.84
C 1.22 3.16 -0.85 -1.01
C -1.26 -2.53 1.99 -0.36
C 0.44 2.80 0.44 -0.12
C -1.60 -2.52 0.52 -1.06
C 0.86 2.32 -2.07 0.52
C -1.19 -1.10 2.56 -0.64
C 0.87 1.44 1.03 0.25
C 1.07 -0.68 3.63 0.17
C -1.83 2.02 -0.34 0.64
H 3.68 0.02 4.98 0.32
H 0.53 -4.14 -0.03 0.23
H -2.54 -1.98 0.39 0.39
H -0.76 -0.90 -0.59 0.14
H 0.15 2.43 -3.80 0.37
H -3.46 3.33 -0.96 0.40
H -1.40 3.85 0.44 0.28
H 1.81 1.16 3.55 0.09
H 2.04 -3.72 -0.76 0.21
H 2.41 -1.68 -1.51 0.25
H -1.77 -3.56 0.24 0.33
H -2.08 -3.00 2.54 0.38
H -0.31 -3.09 2.21 0.21
H 1.05 4.23 -1.04 0.42
H 2.29 3.04 -0.71 0.45
H -1.53 -1.13 3.64 0.40
H 0.66 -1.00 1.63 -0.20
H 0.73 3.58 1.17 0.46
H 1.11 -0.56 -1.60 0.09
H -3.78 2.35 0.51 0.33
H -1.93 -0.49 2.02 0.16
H 2.33 -0.50 5.96 0.35
H -0.67 1.51 2.26 0.28
H -3.76 1.58 -1.05 0.41
H 2.63 1.22 5.81 0.34
```

As for the total energy: -1215.01795 hartree. The total charge is +1. The calculation puts the largest force on an atom at 3.302 eV/A. Its SMILES is CNC(=O)[C@@H](CCCNC(N)=[NH2+])NC(=O)[C@@H](CC(=O)O)NC(C)=O. The HOMO-LUMO gap is 9.79 eV. The energy above the lowest of the compared OMol25 structures with the same formula, charge and spin comes out at 0.000 eV. The value obtained for the LUMO energy is -2.192 eV.

[2]
Computed, not measured: a 2-piece molecular cluster, C4H10Si overall, with ωB97M-V/def2-TZVPD.

XYZ file:
```
15
Properties=species:S:1:pos:R:3:mulliken_charge:R:1
Si -1.94 0.61 -0.01 0.49
C -1.45 -1.22 -0.39 -0.62
C -0.93 -0.78 1.01 -0.63
C 3.31 -0.16 -0.24 -1.02
C -2.36 2.29 -0.21 -0.77
H 0.16 -0.73 1.01 0.15
H -3.06 2.68 -1.05 0.21
H -0.81 -1.61 -1.05 0.37
H 3.59 -0.93 -1.02 0.26
H -1.28 -1.25 1.93 0.31
H 4.14 0.33 0.15 0.29
H -2.42 -1.86 -0.57 0.24
H 2.94 -0.83 0.46 0.25
H 2.57 0.49 -0.67 0.22
H -2.46 2.96 0.66 0.26
```

As for the total energy: -447.73094 hartree. The calculation puts the largest force on an atom at 5.176 eV/A. Its SMILES is C=[Si]1CC1.C. The HOMO-LUMO gap is 8.92 eV. The energy above the lowest of the compared OMol25 structures with the same formula, charge and spin comes out at 2.822 eV. The value obtained for the LUMO energy is 0.284 eV.

[3]
Computed, not measured: a 2-piece molecular cluster, C5H10O overall, with ωB97M-V/def2-TZVPD.

XYZ file:
```
16
Properties=species:S:1:pos:R:3:mulliken_charge:R:1
O -1.54 0.47 -1.29 -0.44
C -0.66 0.19 1.77 -1.04
C -1.61 -0.87 -1.87 -0.18
C -1.19 -0.60 -0.53 0.27
C 2.37 0.90 -0.24 -0.93
C -0.81 -0.86 0.71 -0.29
H -2.62 -1.23 -2.05 0.23
H 3.07 0.61 0.54 0.28
H -1.34 -0.01 2.60 0.35
H 2.89 0.99 -1.19 0.32
H -0.89 1.18 1.38 0.28
H 1.58 0.14 -0.32 0.11
H -0.63 -1.90 0.96 0.30
H 0.36 0.21 2.17 0.28
H -0.88 -1.06 -2.66 0.22
H 1.91 1.86 0.01 0.23
```

As for the total energy: -271.66562 hartree. The calculation puts the largest force on an atom at 0.332 eV/A. Its SMILES is C/C=C1/CO1.C. The HOMO-LUMO gap is 9.96 eV. The energy above the lowest of the compared OMol25 structures with the same formula, charge and spin comes out at 2.367 eV. The value obtained for the LUMO energy is 1.046 eV.

[4]
Computed, not measured: C3H3LiMgO4 as an isolated structure, with ωB97M-V/def2-TZVPD.

XYZ file:
```
12
Properties=species:S:1:pos:R:3:mulliken_charge:R:1
Mg -3.23 0.02 -0.47 -0.16
O 0.71 1.46 0.24 -0.72
O 2.02 -0.26 -0.32 -0.23
O -1.36 -0.17 0.51 -0.64
O -0.18 -1.83 -0.44 -0.57
C -0.29 -0.74 0.10 0.75
C 0.87 0.29 -0.05 0.72
C 3.20 0.53 -0.11 -0.61
Li -0.95 1.85 1.15 0.66
H 4.04 -0.12 -0.39 0.22
H 3.17 1.42 -0.75 0.29
H 3.27 0.83 0.94 0.29
```

As for the total energy: -624.74017 hartree. The calculation puts the largest force on an atom at 2.610 eV/A. The HOMO-LUMO gap is 4.96 eV. The energy above the lowest of the compared OMol25 structures with the same formula, charge and spin comes out at 0.277 eV. The value obtained for the LUMO energy is -0.721 eV.

[5]
Computed, not measured: a 14-piece molecular cluster, C42H98N14O14 overall, with ωB97M-V/def2-TZVPD.

XYZ file:
```
168
Properties=species:S:1:pos:R:3:mulliken_charge:R:1
O -0.70 -0.11 -5.76 -0.84
O 4.34 3.67 -2.77 -0.65
O -1.57 1.87 4.03 -0.51
O -0.65 5.67 1.39 -0.81
O -1.84 -0.88 8.01 -0.74
O -5.86 -3.13 -3.86 -0.63
O 4.03 -2.44 -3.15 -0.67
O -2.62 1.54 -1.23 -0.57
O -3.71 -2.96 0.84 -0.69
O -0.20 5.21 -3.32 -0.70
O 5.45 1.33 3.37 -0.74
O 1.92 0.12 0.46 -0.18
O 0.68 -3.11 3.66 -0.40
O 2.47 2.03 -6.93 -0.69
N 0.40 5.42 -1.17 0.10
N 2.20 -0.13 -6.43 0.29
N -1.56 0.38 -3.78 0.65
N 2.51 -4.24 4.16 -0.17
N -0.16 3.87 2.62 0.35
N -0.86 0.34 5.58 0.33
N 3.83 3.49 -4.93 -0.11
N -2.11 -2.80 2.41 0.28
N 2.42 -1.86 -1.76 0.36
N -6.62 -4.94 -2.87 -0.22
N -4.61 1.02 -2.23 -0.05
N 4.47 1.20 1.29 0.54
N -0.99 -2.97 8.08 -0.09
N 0.32 1.01 -0.84 1.39
C 2.60 -1.52 -6.46 -1.18
C -0.48 5.16 -2.12 0.78
C 4.87 1.61 -3.87 -0.62
C 0.73 0.39 0.23 -0.19
C 1.78 -3.54 3.35 0.31
C -0.76 2.25 -5.09 -0.11
C -1.01 4.74 2.07 0.91
C -7.88 -5.17 -3.58 -0.89
C 1.26 1.64 -1.75 -0.25
C 0.53 0.24 5.20 -0.98
C 2.34 -3.33 1.95 -0.76
C -4.49 -4.01 -2.18 -0.60
C 1.30 -2.22 -2.63 -0.31
C -1.75 -1.01 -3.42 -1.00
C 5.42 2.03 0.55 -1.00
C 2.18 -4.82 5.43 -0.82
C -3.76 1.03 -1.22 0.26
C -1.34 -1.74 10.23 -1.08
C -5.71 -3.99 -3.07 0.62
C -1.93 4.82 -1.65 -0.20
C -0.34 -0.12 1.21 0.99
C -1.80 -4.43 0.62 -1.03
C -2.60 -3.32 1.27 1.01
C -2.66 -1.75 3.21 -0.65
C 3.69 -1.99 -2.11 0.77
C 3.20 4.77 -5.03 -0.73
C 1.78 5.73 -1.40 -1.11
C 4.35 3.03 -3.79 0.69
C -0.95 -3.35 6.70 -0.57
C -2.47 4.41 2.15 -0.96
C -5.53 -0.14 -2.51 -1.12
C 1.33 3.99 2.52 -1.14
C 2.93 0.90 -6.95 0.67
C -3.18 1.23 5.62 -1.29
C 4.63 0.87 2.58 0.48
C 3.60 -0.07 3.17 -0.25
C 4.73 -1.60 -1.08 -0.35
C -1.00 0.74 -4.88 0.80
C 4.34 0.59 -7.50 -1.34
C -1.45 -1.84 8.68 0.54
C -4.21 0.44 0.11 -1.08
C -1.78 1.21 5.01 0.38
H -0.71 -4.39 6.50 0.38
H -6.52 0.07 -2.09 0.39
H -0.14 -2.80 6.22 -0.03
H -2.79 -1.21 -3.18 0.24
H 4.34 -0.19 -8.26 0.48
H 2.29 1.33 -1.60 0.25
H 3.43 -4.52 3.86 0.29
H -0.48 -1.12 10.46 0.27
H -1.26 -4.12 -0.28 -0.01
H -2.53 -5.19 0.33 0.41
H -1.04 -4.85 1.26 0.32
H -1.28 -1.05 -2.44 0.12
H 5.33 -0.72 -1.32 0.04
H -4.84 -4.11 -1.15 0.33
H 4.01 -1.08 3.28 0.25
H -2.14 4.70 -0.59 -0.10
H 1.23 2.72 -1.71 -0.15
H 5.34 1.92 -0.53 0.23
H 5.07 0.34 -6.72 0.24
H 0.97 1.45 -2.79 -0.19
H -3.82 -4.87 -2.30 0.60
H 3.40 -3.05 1.96 0.54
H -3.94 1.14 0.90 0.13
H 1.29 0.06 -6.04 0.09
H -1.13 0.63 1.18 0.21
H 1.05 -1.29 -3.14 0.02
H 0.10 5.49 -0.21 0.19
H -1.95 1.04 -3.11 -0.37
H -3.98 -3.05 -2.24 -0.34
H 2.52 4.81 -4.17 0.07
H -5.68 -0.25 -3.58 0.42
H -3.29 2.07 6.31 0.32
H 4.77 1.43 -8.04 0.36
H 2.90 -5.61 5.66 0.38
H -1.16 0.00 6.49 0.09
H 3.42 0.26 4.19 0.44
H -2.52 -0.76 2.78 -0.05
H 2.66 4.85 -5.97 0.31
H 1.85 3.91 3.48 0.36
H -0.66 1.16 -0.99 -0.50
H -2.06 -1.77 4.12 -0.04
H -2.28 -1.32 10.59 0.32
H -0.54 3.07 3.09 0.12
H 1.75 -2.20 -6.37 0.31
H 5.27 1.27 -2.92 -0.10
H -5.13 -1.05 -2.08 0.17
H -1.17 -2.68 10.76 0.35
H 2.16 6.52 -0.75 0.37
H 0.66 -0.26 4.25 -0.03
H 6.42 1.78 0.93 0.39
H 2.63 -0.15 2.69 -0.29
H 0.07 -0.25 2.21 -1.01
H 0.30 2.46 -5.25 -0.11
H 2.33 4.84 -1.08 0.30
H -0.64 -1.11 0.86 0.02
H 1.61 -3.03 -3.29 0.50
H 2.22 -1.38 -0.90 -0.55
H 2.92 -1.72 -7.48 0.38
H -1.87 -3.14 6.15 0.22
H -2.63 3.46 1.64 -0.09
H -5.30 0.38 0.10 0.54
H 3.97 5.52 -4.88 0.30
H -3.04 5.20 1.66 0.44
H 1.64 4.96 2.14 0.39
H 3.39 -1.81 -5.77 0.37
H 2.16 -4.19 1.31 0.58
H -3.87 1.28 4.77 0.27
H 1.02 -0.40 5.93 0.49
H -3.25 0.25 6.09 0.38
H -4.47 1.53 -3.08 0.40
H -1.07 2.68 -4.14 -0.27
H 2.07 -3.96 6.09 0.24
H 1.04 1.20 5.09 0.35
H -8.05 -6.19 -3.93 0.30
H -6.42 -5.62 -2.15 0.21
H -1.38 2.58 -5.93 0.42
H -3.70 -0.52 0.18 0.19
H 5.33 -2.48 -0.85 0.40
H 2.05 6.00 -2.43 0.29
H 0.49 -2.58 -2.00 -0.23
H 1.22 -5.32 5.31 0.21
H -2.18 3.84 -2.05 -0.21
H 1.76 3.27 1.82 0.32
H 1.72 -2.62 1.40 -0.33
H 4.21 -1.28 -0.17 -0.17
H -2.57 5.59 -2.09 0.38
H 5.30 3.09 0.73 0.30
H -1.36 -1.74 -4.14 0.43
H -2.78 4.23 3.18 0.38
H 4.00 1.00 -4.12 0.08
H 3.67 0.88 0.77 -0.28
H -8.65 -4.92 -2.86 0.30
H -8.01 -4.54 -4.45 0.32
H 3.49 2.82 -5.60 0.20
H -0.73 -3.78 8.62 0.27
H -1.17 -3.05 2.68 0.02
H -3.71 -1.84 3.47 0.49
H 5.53 1.59 -4.74 0.51
```

As for the total energy: -3479.30106 hartree. The calculation puts the largest force on an atom at 4.444 eV/A. The HOMO-LUMO gap is 8.41 eV. The energy above the lowest of the compared OMol25 structures with the same formula, charge and spin comes out at 1.226 eV. The value obtained for the LUMO energy is -0.089 eV.